Formula: C42H107N5O12S4
Source: OMol25
Level of theory: ωB97M-V/def2-TZVPD

For the largest force on an atom, the calculation gives 1.91 eV/Å. Its LUMO energy is 0.0041 Eh. As for the energy relative to the best compared isomer or geometry (same formula, charge and spin): 51.61 kJ/mol. The calculation puts the total energy at -4433.70222 hartree.

Positions of all 170 atoms, in Å:
C (8.689, 1.125, -4.267)
C (7.528, 1.088, -3.307)
O (6.302, 1.140, -4.075)
S (4.955, 1.267, -3.282)
C (4.822, -0.344, -2.564)
O (5.144, 2.200, -2.205)
O (3.940, 1.427, -4.259)
H (9.609, 1.157, -3.670)
H (8.764, 2.018, -4.883)
H (8.737, 0.207, -4.849)
H (7.549, 0.146, -2.755)
H (7.539, 1.891, -2.570)
H (5.618, -0.521, -1.850)
H (4.923, -0.996, -3.433)
H (3.846, -0.493, -2.109)
C (8.566, 0.102, 0.066)
C (8.524, 0.908, 1.346)
O (7.393, 0.697, 2.190)
S (5.884, 0.850, 1.729)
C (5.878, 2.520, 1.180)
O (5.662, 0.007, 0.600)
O (5.131, 0.685, 2.905)
H (7.725, 0.310, -0.586)
H (8.456, -0.957, 0.325)
H (9.534, 0.188, -0.425)
H (9.417, 0.691, 1.935)
H (8.649, 1.986, 1.175)
H (5.054, 2.579, 0.474)
H (6.818, 2.726, 0.682)
H (5.783, 3.147, 2.061)
C (1.409, 6.314, 0.289)
C (0.766, 5.311, -0.638)
O (0.750, 5.870, -1.975)
S (1.179, 4.929, -3.168)
C (2.904, 4.704, -2.823)
O (0.477, 3.699, -3.047)
O (1.073, 5.725, -4.338)
H (2.312, 6.723, -0.157)
H (1.645, 5.825, 1.235)
H (0.691, 7.102, 0.508)
H (1.246, 4.330, -0.631)
H (-0.277, 5.124, -0.381)
H (3.418, 4.415, -3.738)
H (3.157, 4.027, -2.017)
H (3.229, 5.733, -2.658)
C (-1.471, -5.495, -0.864)
C (-0.962, -4.756, -2.058)
O (0.042, -5.468, -2.824)
S (1.536, -5.421, -2.302)
C (2.016, -3.816, -2.855)
O (1.521, -5.420, -0.897)
O (2.283, -6.370, -3.037)
H (-1.650, -6.548, -1.089)
H (-2.454, -5.102, -0.578)
H (-0.846, -5.405, 0.021)
H (-1.765, -4.574, -2.772)
H (-0.588, -3.761, -1.794)
H (1.941, -3.833, -3.942)
H (3.062, -3.673, -2.594)
H (1.340, -3.064, -2.470)
C (-1.245, -1.041, 1.012)
C (-0.263, 0.096, 0.767)
N (0.084, 0.233, -0.628)
C (-1.119, 0.382, -1.452)
C (-0.874, 0.425, -2.950)
C (1.014, 1.321, -0.909)
C (2.185, 1.508, 0.065)
H (-1.267, -1.341, 2.062)
H (-1.022, -1.901, 0.379)
H (-2.291, -0.798, 0.803)
H (-0.609, 1.035, 1.232)
H (0.604, -0.223, 1.351)
H (-1.838, -0.405, -1.230)
H (-1.635, 1.324, -1.166)
H (-1.795, 0.560, -3.513)
H (-0.180, 1.225, -3.216)
H (-0.378, -0.483, -3.289)
H (0.520, 2.284, -1.082)
H (1.543, 1.043, -1.830)
H (2.725, 0.565, 0.192)
H (1.876, 1.830, 1.065)
H (2.861, 2.286, -0.294)
C (-4.738, 3.483, 5.510)
C (-3.286, 3.649, 5.025)
N (-2.344, 2.619, 5.396)
C (-2.670, 1.283, 4.918)
C (-3.294, 1.210, 3.548)
C (-1.981, 2.631, 6.797)
C (-1.415, 3.971, 7.247)
H (-5.385, 4.216, 5.034)
H (-4.800, 3.635, 6.591)
H (-5.085, 2.471, 5.303)
H (-3.323, 3.708, 3.935)
H (-2.937, 4.630, 5.343)
H (-1.764, 0.669, 4.896)
H (-3.329, 0.770, 5.649)
H (-2.800, 1.934, 2.893)
H (-3.183, 0.223, 3.096)
H (-4.364, 1.417, 3.492)
H (-1.234, 1.855, 6.974)
H (-2.870, 2.410, 7.414)
H (-0.664, 4.337, 6.552)
H (-0.889, 3.807, 8.195)
H (-2.202, 4.673, 7.511)
C (6.446, -3.433, 3.205)
C (5.104, -3.033, 2.604)
N (4.547, -4.007, 1.667)
C (3.661, -3.396, 0.714)
C (2.266, -3.025, 1.261)
C (4.015, -5.126, 2.406)
C (3.453, -6.277, 1.580)
H (6.935, -4.052, 2.448)
H (6.435, -4.004, 4.130)
H (7.038, -2.524, 3.314)
H (4.284, -2.748, 3.292)
H (5.223, -2.084, 2.073)
H (4.069, -2.430, 0.391)
H (3.506, -3.922, -0.230)
H (1.661, -3.912, 1.459)
H (2.336, -2.427, 2.171)
H (1.729, -2.435, 0.517)
H (3.306, -4.767, 3.178)
H (4.808, -5.573, 3.018)
H (3.506, -7.180, 2.198)
H (4.134, -6.495, 0.759)
H (2.413, -6.127, 1.313)
C (-4.990, 1.648, -2.376)
C (-5.012, 2.448, -3.674)
N (-5.356, 1.666, -4.822)
C (-5.019, 2.310, -6.071)
C (-3.511, 2.223, -6.399)
C (-6.622, 0.956, -4.809)
C (-7.858, 1.835, -4.726)
H (-4.701, 2.340, -1.575)
H (-4.215, 0.881, -2.385)
H (-5.966, 1.260, -2.094)
H (-5.661, 3.331, -3.501)
H (-4.027, 2.894, -3.836)
H (-5.326, 3.369, -6.108)
H (-5.593, 1.861, -6.886)
H (-3.063, 3.214, -6.461)
H (-3.300, 1.723, -7.347)
H (-3.009, 1.607, -5.652)
H (-6.654, 0.267, -5.654)
H (-6.593, 0.287, -3.942)
H (-7.829, 2.493, -3.858)
H (-8.000, 2.462, -5.610)
H (-8.753, 1.208, -4.671)
C (-5.077, -4.467, 2.820)
C (-5.163, -2.971, 2.587)
N (-6.288, -2.592, 1.747)
C (-7.562, -2.806, 2.410)
C (-8.690, -3.004, 1.412)
C (-6.164, -1.222, 1.238)
C (-5.178, -1.159, 0.077)
H (-5.052, -5.007, 1.875)
H (-5.854, -4.853, 3.476)
H (-4.133, -4.664, 3.338)
H (-5.250, -2.464, 3.566)
H (-4.217, -2.684, 2.126)
H (-7.547, -3.670, 3.065)
H (-7.836, -1.921, 3.014)
H (-8.492, -3.899, 0.806)
H (-9.660, -3.124, 1.889)
H (-8.704, -2.246, 0.626)
H (-5.883, -0.517, 2.040)
H (-7.142, -0.937, 0.853)
H (-5.088, -0.146, -0.311)
H (-5.443, -1.895, -0.684)
H (-4.159, -1.455, 0.344)

---

Formula: C42H108N12O22P4
Source: OMol25
Level of theory: ωB97M-V/def2-TZVPD

For the largest force on an atom, the calculation gives 6.60 eV/Å. Its LUMO energy is 0.0104 Eh. As for the energy relative to the best compared isomer or geometry (same formula, charge and spin): 0.00 kJ/mol. The calculation puts the total energy at -5342.93593 hartree.

Positions of all 188 atoms, in Å:
C (1.559, -4.687, 2.519)
N (2.143, -3.638, 1.714)
C (1.165, -2.598, 1.340)
P (3.607, -3.991, 0.882)
O (4.566, -4.860, 1.586)
N (3.008, -4.602, -0.577)
C (2.955, -6.087, -0.710)
C (2.309, -3.820, -1.566)
N (4.301, -2.488, 0.475)
C (5.265, -2.494, -0.577)
C (4.498, -1.378, 1.396)
H (2.258, -5.417, 2.927)
H (0.967, -5.250, 1.798)
H (1.010, -4.352, 3.399)
H (1.676, -1.805, 0.794)
H (0.514, -2.363, 2.182)
H (0.388, -3.029, 0.708)
H (3.950, -6.466, -0.476)
H (2.186, -6.597, -0.131)
H (2.701, -6.366, -1.733)
H (2.149, -2.785, -1.263)
H (2.893, -3.843, -2.486)
H (1.351, -4.237, -1.878)
H (5.079, -3.257, -1.333)
H (5.212, -1.561, -1.137)
H (6.294, -2.557, -0.224)
H (3.868, -0.519, 1.166)
H (5.525, -1.015, 1.378)
H (4.257, -1.702, 2.409)
C (-0.962, 4.818, 1.784)
N (0.279, 3.995, 1.958)
C (1.058, 3.935, 0.700)
P (0.977, 3.928, 3.533)
O (0.056, 3.512, 4.628)
N (2.373, 2.990, 3.458)
C (2.326, 1.634, 2.814)
C (3.366, 3.157, 4.545)
N (1.595, 5.521, 3.647)
C (2.626, 6.021, 2.705)
C (0.863, 6.576, 4.341)
H (-1.433, 5.026, 2.745)
H (-1.677, 4.297, 1.148)
H (-0.711, 5.753, 1.282)
H (2.073, 3.558, 0.822)
H (1.029, 4.908, 0.210)
H (0.579, 3.267, -0.016)
H (3.219, 1.498, 2.204)
H (2.289, 0.885, 3.605)
H (1.384, 1.548, 2.273)
H (3.356, 4.155, 4.983)
H (3.208, 2.484, 5.387)
H (4.341, 2.959, 4.100)
H (3.122, 5.159, 2.258)
H (2.128, 6.573, 1.908)
H (3.459, 6.607, 3.093)
H (-0.031, 6.935, 3.832)
H (1.447, 7.480, 4.518)
H (0.543, 6.210, 5.316)
C (5.144, -1.056, -5.524)
N (3.849, -1.725, -5.751)
C (2.767, -0.755, -5.737)
P (3.720, -3.325, -6.369)
O (2.332, -3.666, -6.816)
N (4.866, -3.406, -7.633)
C (4.954, -4.758, -8.214)
C (4.777, -2.389, -8.691)
N (4.416, -4.386, -5.233)
C (3.763, -5.671, -4.901)
C (5.687, -4.163, -4.517)
H (5.962, -1.770, -5.425)
H (5.156, -0.244, -4.797)
H (5.355, -0.388, -6.358)
H (2.033, -0.960, -4.958)
H (2.234, -0.718, -6.687)
H (3.124, 0.265, -5.595)
H (3.983, -5.073, -8.597)
H (5.702, -4.725, -9.006)
H (5.291, -5.478, -7.468)
H (4.770, -1.363, -8.322)
H (5.570, -2.628, -9.400)
H (3.837, -2.461, -9.238)
H (2.929, -5.813, -5.588)
H (4.508, -6.459, -5.018)
H (3.441, -5.725, -3.861)
H (6.473, -4.020, -5.258)
H (5.916, -4.955, -3.804)
H (5.644, -3.220, -3.971)
C (-6.250, 7.067, -0.387)
N (-5.091, 6.231, 0.150)
C (-3.787, 6.519, -0.483)
P (-5.269, 4.866, 1.185)
O (-4.100, 4.290, 1.855)
N (-6.580, 5.282, 2.171)
C (-6.449, 6.334, 3.155)
C (-7.470, 4.265, 2.709)
N (-5.928, 3.695, 0.091)
C (-5.027, 2.565, -0.427)
C (-7.143, 3.988, -0.689)
H (-6.545, 6.507, -1.275)
H (-5.957, 8.089, -0.630)
H (-7.108, 7.183, 0.274)
H (-3.416, 7.493, -0.166)
H (-3.898, 6.478, -1.567)
H (-2.997, 5.869, -0.105)
H (-7.422, 6.822, 3.195)
H (-6.147, 5.975, 4.139)
H (-5.804, 7.150, 2.828)
H (-7.082, 3.671, 3.537)
H (-8.458, 4.620, 3.003)
H (-7.777, 3.626, 1.881)
H (-4.097, 2.978, -0.817)
H (-4.933, 1.903, 0.434)
H (-5.512, 2.017, -1.235)
H (-7.805, 3.122, -0.692)
H (-6.985, 4.321, -1.715)
H (-7.681, 4.803, -0.205)
C (0.085, -0.836, 5.111)
O (-0.912, -1.369, 4.286)
C (-1.636, -2.414, 4.773)
O (-1.384, -3.067, 5.792)
O (-2.539, -2.733, 3.808)
C (-3.448, -3.747, 3.957)
H (0.738, -0.228, 4.483)
H (0.573, -1.499, 5.825)
H (-0.449, -0.211, 5.827)
H (-4.175, -3.348, 4.664)
H (-2.942, -4.611, 4.389)
H (-4.007, -4.011, 3.060)
C (-2.808, 1.997, 4.171)
O (-3.424, 0.808, 3.725)
C (-4.810, 0.786, 3.727)
O (-5.630, 1.687, 4.004)
O (-5.188, -0.548, 3.421)
C (-6.583, -0.873, 3.266)
H (-1.750, 1.736, 4.211)
H (-3.225, 2.356, 5.112)
H (-3.006, 2.875, 3.558)
H (-7.048, -0.874, 4.252)
H (-6.746, -1.831, 2.773)
H (-7.073, -0.102, 2.672)
C (-4.093, -2.309, 0.617)
O (-5.221, -3.242, 0.734)
C (-5.013, -4.485, 0.671)
O (-3.884, -5.048, 0.470)
O (-6.131, -5.103, 0.841)
C (-6.121, -6.526, 0.739)
H (-3.839, -2.220, -0.439)
H (-3.143, -2.625, 1.049)
H (-4.398, -1.308, 0.921)
H (-7.123, -6.954, 0.753)
H (-5.495, -6.932, 1.533)
H (-5.622, -6.814, -0.187)
C (-1.498, 0.224, 0.889)
O (-0.266, 0.548, 0.264)
C (0.155, -0.075, -0.861)
O (-0.401, -0.971, -1.545)
O (1.434, 0.367, -1.046)
C (2.131, 0.060, -2.241)
H (-1.290, 0.321, 1.954)
H (-1.865, -0.793, 0.753)
H (-2.298, 0.913, 0.618)
H (1.954, 0.850, -2.970)
H (1.764, -0.870, -2.676)
H (3.207, -0.054, -2.113)
C (4.948, 2.353, -0.830)
O (5.208, 2.621, 0.519)
C (5.417, 3.861, 0.912)
O (5.305, 4.834, 0.250)
O (5.709, 3.908, 2.185)
C (5.980, 5.100, 2.909)
H (3.935, 2.652, -1.099)
H (5.084, 1.286, -1.005)
H (5.640, 2.895, -1.475)
H (7.056, 5.159, 3.074)
H (5.505, 5.138, 3.889)
H (5.700, 5.932, 2.263)
C (-0.924, -3.824, -5.592)
O (-1.342, -3.955, -4.292)
C (-1.754, -5.226, -3.813)
O (-2.019, -6.222, -4.513)
O (-1.997, -5.197, -2.522)
C (-1.723, -4.003, -1.719)
H (-0.122, -3.087, -5.620)
H (-1.739, -3.479, -6.229)
H (-0.652, -4.811, -5.966)
H (-0.643, -3.880, -1.795)
H (-2.058, -4.124, -0.689)
H (-2.095, -3.144, -2.277)

---

Number 1: highest occupied orbital energy -0.288 hartree. Number 2: highest occupied orbital energy -0.294 hartree.